# C16H20Br5Cl2F3N3

2 unconnected molecules or ions with the total composition C16H20Br5Cl2F3N3 at a distorted geometry (wB97M-V/def2-TZVPD, the Open Molecules 2025 dataset).

Output
total charge: +1
lowest unoccupied orbital energy: -4.50 eV
HOMO-LUMO gap: 6.9 eV
HOMO: -11.4025 eV
total energy: -404785.5362 eV

```
49
Properties=species:S:1:pos:R:3:forces:R:3:mulliken_charge:R:1
C -2.494 -4.188 -1.464 -0.51 1.09 -0.12 -0.698
C -2.536 -2.868 -1.033 0.96 -0.13 0.47 -0.200
C -1.266 -2.210 -0.373 -1.28 -2.18 1.71 -0.425
N -0.903 -0.973 -1.114 -0.83 -1.56 1.69 1.127
N 0.051 -1.175 -2.004 -0.75 2.47 -0.04 -0.922
C 0.343 -0.054 -2.630 2.03 0.58 -2.52 0.634
C 1.446 -0.200 -3.738 -0.31 -1.07 1.03 -0.758
Br 1.096 -1.975 -4.588 0.14 0.76 -0.33 -0.098
C 2.867 -0.239 -3.083 0.43 -1.24 0.12 0.133
C 3.271 -1.655 -2.501 0.20 1.03 0.39 -1.258
Br 3.032 1.020 -1.554 -0.19 -0.21 -0.75 -0.052
C -0.190 1.265 -2.438 -1.42 0.27 1.30 -0.159
Br 0.412 2.789 -3.418 -0.45 -0.97 0.58 0.029
C -1.217 1.411 -1.463 1.49 -1.85 -0.74 0.422
N -1.861 2.633 -1.133 0.16 -0.83 -0.22 -0.562
C -1.545 0.149 -0.818 -0.89 1.58 0.21 0.470
C -2.676 0.193 0.240 0.25 0.65 -0.62 -1.526
C -2.136 0.770 1.597 -0.16 -0.50 -0.58 -0.829
C -1.911 -0.254 2.732 0.24 1.17 1.41 0.018
F -0.670 -0.857 2.669 -0.92 0.15 -0.75 -0.308
Br -3.336 -1.569 2.954 0.57 0.14 -0.39 0.030
C -1.877 0.582 4.094 0.50 -0.31 0.36 0.524
F -3.115 0.867 4.538 0.72 0.08 -0.45 -0.195
F -1.223 1.761 3.865 -0.51 -0.59 0.03 -0.199
Br -0.874 -0.371 5.485 -0.53 0.34 -0.37 -0.083
H -2.472 -5.034 -0.747 2.02 0.41 -0.70 0.292
H -2.545 -4.347 -2.558 -1.99 -0.50 0.78 0.257
H -3.447 -2.243 -1.088 0.96 0.18 -1.76 0.299
H -0.470 -2.971 -0.482 -0.18 0.96 -0.16 0.443
H -1.367 -2.038 0.716 0.18 0.52 -0.65 0.032
H 1.325 0.521 -4.558 0.13 -0.22 0.63 0.595
H 3.645 0.015 -3.824 -0.57 0.28 0.39 0.377
H 3.973 -1.463 -1.661 -0.26 -0.26 -0.72 0.460
H 3.785 -2.223 -3.295 -0.48 0.02 0.50 0.350
H 2.411 -2.189 -2.058 0.42 0.17 -0.48 0.300
H -2.831 2.559 -1.449 0.21 0.46 0.13 0.319
H -1.845 2.776 -0.122 -0.12 0.13 -0.36 0.279
H -3.262 -0.736 0.317 0.57 0.36 0.21 0.504
H -3.390 0.953 -0.148 0.41 -0.63 0.21 0.328
H -2.849 1.536 1.969 0.41 -0.56 -0.15 0.513
H -1.168 1.278 1.384 -0.54 -0.33 0.51 0.574
Cl 5.018 0.924 2.513 -0.02 0.02 -0.05 -0.175
C 4.176 2.329 3.213 0.03 0.04 0.10 -0.457
C 2.764 2.457 2.695 -0.07 0.01 0.27 -0.364
Cl 2.722 2.909 0.969 -0.12 0.14 0.09 -0.201
H 4.764 3.219 2.996 -0.04 -0.06 -0.08 0.327
H 4.161 2.184 4.293 -0.08 -0.02 -0.04 0.316
H 2.239 3.242 3.240 0.08 0.03 -0.04 0.348
H 2.208 1.528 2.815 0.10 -0.01 -0.08 0.172
```
Positions in Å, forces in eV/Å.

# C19H30N2O3

A single C19H30N2O3 molecule (wB97M-V/def2-TZVPD, the Open Molecules 2025 dataset).

Output
energy relative to the best compared isomer or geometry (same formula, charge and spin): 1.2 kcal per mole
lowest unoccupied orbital energy: 0.72 eV
HOMO-LUMO gap: 9.3 eV
HOMO: -8.5269 eV
structure (SMILES): CC(C)C[C@@H](NC(=O)[C@H]1CC[C@H](C)CC1)C(=O)NCc1ccco1
total energy: -29314.0853 eV

```
54
Properties=species:S:1:pos:R:3:forces:R:3:mulliken_charge:R:1
C -1.286 -3.761 -0.387 -0.27 -0.13 -0.03 -1.422
H -1.141 -4.810 -0.134 0.07 -0.11 0.03 0.524
H -0.745 -3.161 0.339 0.11 0.04 0.07 0.183
H -0.859 -3.590 -1.373 0.14 0.02 -0.10 0.318
C -2.774 -3.420 -0.372 0.11 0.12 0.05 0.675
C -3.362 -3.675 1.014 0.02 -0.02 -0.29 -1.542
H -3.284 -4.731 1.265 0.00 -0.09 0.09 0.455
H -2.830 -3.112 1.777 0.05 0.06 0.14 0.282
H -4.412 -3.392 1.044 -0.14 0.01 0.07 0.391
C -3.051 -1.989 -0.853 0.01 -0.09 0.18 -1.257
C -2.376 -0.882 -0.050 -0.30 0.06 -0.06 0.322
N -0.992 -0.696 -0.459 -0.26 -0.11 -0.26 0.099
C -0.046 -0.171 0.340 0.27 -0.06 -0.53 -0.089
O -0.292 0.204 1.477 0.08 0.03 0.44 -0.776
C 1.348 -0.131 -0.256 0.02 0.13 0.50 0.624
C 2.043 1.180 0.117 -0.01 0.02 -0.31 -0.684
C 3.482 1.197 -0.387 -0.07 -0.09 0.37 -1.137
C 4.277 0.016 0.170 0.17 -0.02 -0.44 0.751
C 5.716 0.038 -0.337 -0.23 0.00 0.22 -1.715
H 6.210 0.962 -0.046 0.11 0.09 0.00 0.418
H 6.280 -0.796 0.075 0.12 -0.08 0.01 0.416
H 5.738 -0.036 -1.422 0.02 -0.01 -0.15 0.347
C 3.582 -1.290 -0.215 -0.07 0.11 0.38 -1.080
C 2.146 -1.319 0.296 0.02 -0.09 -0.29 -0.610
H 2.141 -1.264 1.387 -0.05 -0.02 0.05 0.345
H 1.665 -2.257 0.003 -0.04 -0.03 0.07 0.106
H 4.132 -2.138 0.198 0.05 -0.05 -0.07 0.423
H 3.584 -1.391 -1.304 0.06 -0.03 -0.10 0.323
H 4.289 0.091 1.263 -0.04 0.00 0.03 0.266
H 3.958 2.134 -0.094 0.05 0.05 -0.07 0.384
H 3.486 1.149 -1.479 0.07 0.02 -0.10 0.366
H 2.027 1.281 1.204 -0.05 0.03 0.03 0.293
H 1.488 2.020 -0.306 -0.03 0.03 0.08 0.217
H 1.288 -0.215 -1.347 -0.02 -0.01 -0.01 0.335
H -0.776 -0.917 -1.418 0.13 0.04 0.08 0.379
H -2.367 -1.117 1.020 0.02 0.01 -0.10 0.371
C -3.113 0.464 -0.232 0.16 -0.40 0.34 0.046
O -3.913 0.673 -1.119 -0.18 0.03 -0.34 -0.707
N -2.760 1.359 0.708 0.07 0.39 0.41 -0.091
H -1.998 1.118 1.335 -0.09 -0.15 -0.15 0.267
C -3.142 2.754 0.637 -0.16 0.17 -0.18 -1.072
C -1.962 3.618 0.319 0.47 -0.44 0.55 0.284
C -0.691 3.614 0.815 -0.65 -0.05 -0.15 -0.010
C 0.004 4.638 0.125 -0.25 0.33 -0.39 -0.624
C -0.896 5.186 -0.734 0.84 0.15 0.20 -0.497
O -2.087 4.572 -0.626 -0.48 -0.03 -0.13 -0.366
H -0.819 5.984 -1.445 -0.09 0.09 -0.13 0.475
H 1.028 4.923 0.256 0.21 0.12 -0.03 0.449
H -0.298 2.963 1.568 0.04 -0.22 0.17 0.619
H -3.586 3.051 1.595 -0.01 0.01 -0.20 0.308
H -3.892 2.855 -0.152 0.05 0.01 0.17 0.407
H -2.750 -1.890 -1.899 -0.08 0.05 -0.08 0.422
H -4.126 -1.807 -0.819 0.04 0.03 -0.10 0.418
H -3.283 -4.086 -1.079 0.02 0.06 0.03 0.371
```
Positions in Å, forces in eV/Å.

# C29H30F3NO2S

2 unconnected molecules or ions with the total composition C29H30F3NO2S at a distorted geometry (wB97M-V/def2-TZVPD, the Open Molecules 2025 dataset).

Output
lowest unoccupied orbital energy: -2.27 eV
HOMO-LUMO gap: 2.7 eV
HOMO: -4.9201 eV
total energy: -55129.9857 eV

```
66
Properties=species:S:1:pos:R:3:forces:R:3:mulliken_charge:R:1
C -5.703 0.116 3.284 -0.28 -0.06 0.01 -1.336
C -4.229 -0.144 3.277 0.26 0.11 -0.05 1.042
C -3.721 -1.453 3.307 0.26 0.39 -0.01 -0.474
C -2.355 -1.685 3.303 0.37 0.45 -0.10 -1.022
C -1.412 -0.603 3.249 -0.76 0.41 0.10 1.002
C -0.030 -0.871 3.189 1.67 0.08 -0.02 -0.706
S 1.163 0.388 3.180 -2.12 -2.36 0.49 0.706
C 2.769 -0.591 3.288 -0.42 -0.42 -0.02 0.501
F 3.819 0.251 3.258 -0.39 -0.43 0.03 -0.232
F 2.822 -1.326 4.421 0.17 0.53 -0.81 -0.206
F 2.872 -1.440 2.229 0.17 0.48 0.65 -0.164
O 1.221 1.026 1.875 0.68 0.89 0.03 -0.284
O 1.115 1.183 4.390 0.62 0.61 -0.70 -0.652
C -1.959 0.723 3.259 0.31 -0.55 -0.10 -0.796
C -3.325 0.929 3.258 -0.21 -0.49 0.01 -0.748
H -5.894 1.193 3.289 -0.09 -0.13 0.00 0.331
H -6.193 -0.316 2.404 -0.04 0.08 0.03 0.263
H -6.187 -0.323 4.163 -0.01 0.09 -0.05 0.299
H -4.417 -2.296 3.337 0.18 0.18 0.02 0.338
H -1.949 -2.700 3.339 -0.23 0.23 -0.04 0.307
H 0.355 -1.888 3.274 0.03 0.39 -0.04 0.326
H -1.284 1.578 3.283 -0.16 -0.17 -0.04 0.351
H -3.718 1.949 3.250 0.10 -0.22 0.04 0.205
C 1.653 3.500 -2.907 -0.02 0.06 -0.41 -1.528
C 2.228 3.102 -1.549 0.26 -0.34 0.06 1.915
C 3.588 3.780 -1.351 0.01 0.17 0.01 -2.101
C 1.300 3.527 -0.411 -0.15 0.03 0.43 -1.424
C 2.377 1.591 -1.527 1.02 0.61 0.48 -1.201
N 3.572 0.997 -1.380 -0.86 0.85 -0.25 0.184
C 3.454 -0.389 -1.375 -0.33 -0.86 0.15 -0.355
C 2.094 -0.702 -1.517 0.41 -0.24 0.11 0.391
C 1.718 -2.037 -1.416 0.15 -0.29 -0.08 -0.031
C 2.712 -3.019 -1.289 -0.02 0.33 0.09 -0.926
C 4.068 -2.674 -1.163 -0.19 0.33 -0.14 -0.557
C 4.454 -1.328 -1.183 -0.14 -0.16 -0.07 -0.931
C 1.372 0.578 -1.637 -1.10 -0.64 -0.18 2.603
C 0.005 0.774 -1.765 1.58 0.31 0.06 -0.109
C -0.959 -0.255 -2.031 -1.32 -1.07 -0.34 -0.513
C -0.792 -1.227 -3.054 0.14 0.25 0.39 -0.666
C -1.730 -2.235 -3.236 0.19 0.26 0.08 -0.470
C -2.858 -2.319 -2.410 0.21 0.24 0.17 1.200
C -3.812 -3.462 -2.561 -0.28 -0.15 -0.02 -1.462
C -3.067 -1.329 -1.440 -0.02 -0.15 -0.15 -0.910
C -2.158 -0.297 -1.272 0.57 0.37 -0.19 -0.763
H 0.675 3.040 -3.080 0.17 0.17 -0.02 0.286
H 1.547 4.591 -2.967 0.02 -0.23 0.05 0.458
H 2.328 3.174 -3.709 -0.17 0.11 0.04 0.350
H 4.021 3.541 -0.373 -0.05 0.01 -0.16 0.408
H 4.296 3.527 -2.149 -0.05 0.02 0.10 0.414
H 3.443 4.867 -1.382 0.05 -0.23 0.01 0.436
H 1.658 3.131 0.548 -0.16 0.12 -0.15 0.303
H 1.258 4.623 -0.361 0.04 -0.25 -0.04 0.490
H 0.283 3.155 -0.553 0.16 0.16 0.12 0.330
H 4.463 1.471 -1.271 -0.43 0.09 -0.02 0.274
H 0.664 -2.299 -1.435 0.33 -0.15 -0.03 0.491
H 2.424 -4.071 -1.283 0.07 0.33 0.13 0.414
H 4.818 -3.455 -1.039 -0.21 0.24 -0.03 0.398
H 5.485 -1.001 -1.060 -0.15 -0.25 0.02 0.423
H -0.378 1.787 -1.662 0.03 -0.24 0.13 0.487
H 0.090 -1.177 -3.695 -0.24 -0.04 0.20 0.432
H -1.584 -2.987 -4.014 -0.01 0.27 0.19 0.395
H -4.680 -3.326 -1.912 0.09 -0.08 -0.11 0.350
H -4.161 -3.550 -3.596 0.04 0.02 0.15 0.358
H -3.335 -4.415 -2.299 -0.05 0.20 -0.02 0.312
H -3.963 -1.381 -0.818 0.33 0.08 -0.11 0.347
H -2.327 0.482 -0.524 0.00 -0.34 -0.10 0.442
```
Positions in Å, forces in eV/Å.

# C18H21N3O2

A molecular structure, C18H21N3O2 at a distorted geometry (wB97M-V/def2-TZVPD, the Open Molecules 2025 dataset).

Output
energy relative to the best compared isomer or geometry (same formula, charge and spin): 370.1 kcal per mole
lowest unoccupied orbital energy: -0.03 eV
HOMO-LUMO gap: 8.0 eV
HOMO: -8.0511 eV
total energy: -27557.9401 eV

```
44
Properties=species:S:1:pos:R:3:forces:R:3:mulliken_charge:R:1
C -2.255 -3.612 0.855 -1.10 -6.35 -3.97 -0.822
H -1.550 -4.089 -0.009 -1.33 1.08 2.08 0.195
C -3.501 -3.112 0.183 -5.21 -9.76 4.20 -0.389
H -4.239 -2.856 0.989 0.44 -0.29 -0.42 0.294
H -4.135 -4.247 -0.380 1.67 2.90 1.69 0.212
C -3.587 -2.214 -0.817 0.32 5.04 -2.83 -0.393
N -3.240 -0.966 -0.170 4.16 5.52 -1.47 -0.155
C -2.066 -0.155 -0.849 -4.07 -0.61 4.99 0.254
O -1.326 -0.567 -1.668 0.70 -1.19 -1.54 -0.560
C -1.878 1.157 -0.161 -3.57 4.05 -1.51 0.273
C -3.067 2.261 -0.178 -0.73 -10.81 -3.01 -0.492
C -2.988 3.491 0.051 4.66 0.87 1.50 -0.914
C -1.627 3.709 0.426 -3.87 11.96 0.97 0.030
C -0.536 3.136 0.644 4.54 -5.67 -1.38 -0.891
C -0.692 1.685 0.150 2.28 -0.10 3.62 0.770
N 0.355 0.833 0.513 2.99 -0.34 -1.07 0.007
C 0.392 -0.587 0.897 -4.47 6.39 -0.18 -0.189
O -0.677 -0.964 1.423 3.51 -1.38 -1.09 -0.636
N 1.629 -1.023 0.701 -10.04 -11.05 5.90 0.139
C 2.758 -0.647 0.433 3.36 5.54 -9.97 0.748
C 3.816 -0.815 1.105 0.84 -2.45 8.52 -0.530
C 5.012 -0.316 0.980 5.48 3.49 -8.14 -0.905
C 5.331 0.226 -0.385 0.05 -1.12 5.14 -0.600
C 4.216 0.253 -1.150 5.42 3.29 -7.99 -0.399
C 2.991 -0.034 -1.221 1.57 -3.82 13.62 1.006
C 1.992 -0.112 -2.020 -9.54 -1.58 -4.37 -1.022
H 1.030 -0.871 -1.721 2.81 1.95 -0.61 -0.053
H 2.314 -0.379 -2.982 0.23 -0.37 -1.71 0.621
H 1.534 0.861 -2.085 -0.78 0.45 -0.43 0.207
H 4.480 0.546 -2.250 0.22 0.00 1.20 0.093
H 6.334 0.545 -0.792 -1.36 -0.47 0.85 0.331
H 5.920 -0.532 1.393 1.59 -0.69 2.59 0.430
H 3.718 -1.179 2.202 -0.57 -0.18 -1.67 0.172
H 1.486 -2.121 1.267 1.09 3.55 -1.84 0.361
H 1.307 1.211 0.282 -1.36 -0.45 0.44 0.334
H 0.448 3.630 0.955 -1.69 -1.10 -0.51 0.295
H -1.512 4.941 0.622 -0.24 -2.85 -0.15 0.068
H -3.743 4.068 0.374 -2.42 2.48 0.19 0.446
H -3.978 1.730 -0.527 0.18 0.56 0.54 0.329
H -3.772 -0.375 0.563 0.96 -1.91 -1.92 0.277
H -2.683 -2.480 -1.434 -1.48 0.88 -0.93 0.262
H -4.629 -1.944 -1.155 1.13 -1.62 -0.89 0.307
H -1.871 -2.783 1.169 3.19 4.34 2.77 0.183
H -2.478 -4.462 1.613 0.43 1.83 -1.19 0.304
```
Positions in Å, forces in eV/Å.

Which of these has the highest HOMO-LUMO gap? C19H30N2O3

Which of these has the highest HOMO-LUMO gap? C19H30N2O3

Which of these has the highest total energy? C18H21N3O2